No. 1
A molecular structure, C31H47ClN6OPS2SeW. Source: OMol25; level of theory: ωB97M-V/def2-TZVPD.

Last column: Löwdin spin population.
CARTESIAN COORDINATES (ANGSTROEM)
W -1.15062 -0.56620 -0.44915  1.6416
N 0.25651 -1.77924 0.78285  0.0215
C 0.27536 -3.21287 0.43451  0.0073
C 0.31532 -3.29620 -1.09710  0.0073
N 0.27939 -1.91143 -1.64342  0.0117
H 1.16343 -1.34160 0.59320  0.0094
H 0.18040 -1.62913 1.78187  0.0014
H -0.61242 -3.69645 0.83823  0.0006
H 1.15318 -3.68674 0.87355  -0.0001
H -0.55903 -3.81190 -1.48504  0.0004
H 1.20305 -3.81884 -1.44999  0.0001
H -0.08524 -1.94751 -2.59480  0.0034
H 1.21812 -1.52093 -1.69009  0.0040
C 4.04446 -2.56550 -0.44490  0.0002
C 3.84765 -1.05089 -0.35153  0.0003
C 4.19780 -0.51369 1.01642  0.0005
C 5.49148 -0.68009 1.48752  -0.0001
C 5.82652 -0.32587 2.78442  0.0005
C 4.83855 0.13871 3.63126  0.0000
C 3.52978 0.33527 3.19764  0.0006
C 2.50245 0.69941 4.25188  0.0000
C 2.68225 2.09539 4.85039  0.0000
C 3.22996 0.08319 1.84566  0.0005
N 1.93514 0.32806 1.31232  0.0084
C 1.34476 1.41200 1.65992  0.0023
C -0.06566 1.68325 1.62020  0.0150
C -0.59236 2.69860 2.40438  0.0112
C -1.97444 2.47823 2.50145  0.0133
C -2.23258 1.34456 1.76704  0.0036
N -1.09125 0.83272 1.21091  0.0157
H 3.66800 -2.96233 -1.39168  0.0000
H 3.53840 -3.07534 0.37952  0.0001
H 5.09870 -2.83121 -0.38309  0.0000
H 2.81507 -0.79453 -0.57184  0.0002
H 4.44902 -0.55665 -1.12048  0.0000
H 6.24503 -1.09955 0.83125  0.0000
H 6.83987 -0.44963 3.14151  0.0000
H 5.07638 0.33827 4.66978  0.0000
H 2.59784 -0.03339 5.05779  0.0000
H 1.48747 0.59569 3.86874  0.0000
H 3.68927 2.22353 5.24726  0.0000
H 1.97637 2.25758 5.66504  0.0000
H 2.52392 2.87786 4.10600  0.0000
H 1.91605 2.20375 2.15419  -0.0001
H -0.01319 3.46864 2.89101  0.0006
H -2.70146 3.06508 3.03714  0.0007
H -3.19854 0.90713 1.57730  -0.0001
Cl -2.69946 -2.36486 4.95579  -0.0007
C -3.22444 -2.12786 3.33105  -0.0007
C -4.54964 -2.30792 2.96771  0.0056
C -4.88565 -2.05872 1.65147  -0.0009
C -3.90617 -1.67742 0.75194  0.0070
N -2.62074 -1.52778 1.09701  0.0004
C -2.30561 -1.72381 2.38523  0.0043
H -5.28516 -2.61392 3.69888  0.0003
H -5.90503 -2.15518 1.30586  -0.0001
H -4.17197 -1.48306 -0.27508  0.0010
H -1.30816 -1.49009 2.72077  0.0003
Se -5.16310 2.27942 -1.02357  0.0647
C -3.73436 1.30413 -0.99371  0.0312
N -2.74838 0.65777 -0.98450  0.0016
C 2.46567 2.10915 -3.00743  0.0002
C 1.76048 1.01984 -2.19922  0.0043
P -0.05522 1.16624 -1.96766  0.0226
C -0.65077 1.08347 -3.70031  0.0073
C -2.11114 1.41861 -3.98442  -0.0001
C -0.16010 2.92805 -1.47905  -0.0002
C -1.47364 3.55040 -1.02554  0.0002
H 3.51742 1.84318 -3.11505  0.0002
H 2.42569 3.07395 -2.50575  0.0000
H 2.05565 2.22402 -4.00982  0.0000
H 2.17950 0.98193 -1.19433  0.0005
H 1.95651 0.04831 -2.66664  -0.0001
H -0.40465 0.08348 -4.07292  -0.0002
H -0.01210 1.78175 -4.24743  0.0004
H -2.78716 0.70293 -3.53074  -0.0003
H -2.27570 1.40806 -5.06212  0.0003
H -2.37449 2.40993 -3.61965  0.0001
H 0.23104 3.46130 -2.35072  -0.0007
H 0.58507 3.03858 -0.68619  -0.0001
H -2.23650 3.53163 -1.80028  0.0002
H -1.28923 4.59416 -0.76919  0.0004
H -1.87221 3.05971 -0.14209  -0.0001
C -4.58116 -1.24858 -5.21064  0.0013
O -3.53730 -1.54755 -4.26795  0.0030
C -3.84409 -1.54403 -2.97516  0.0094
S -5.31231 -1.19429 -2.37091  0.0024
S -2.38266 -2.06763 -2.09580  0.0528
H -4.11137 -1.32916 -6.18552  0.0001
H -4.96274 -0.24324 -5.03817  -0.0001
H -5.39478 -1.96416 -5.10718  0.0001

The orbital gap (spin up / spin down) comes out at 0.26285 / 0.24315 Ha. For the molecular weight, the calculation gives 913.12 g/mol. The energy above the lowest of the compared OMol25 structures with the same formula, charge and spin comes out at 0.618 eV. The total energy comes out at -154547.671 eV. Its net charge is +1. The spin multiplicity is 3. The LUMO energy (spin up / spin down) comes out at -3.1 / -3.7 eV.

No. 2
A molecular structure, C31H47ClO2P2Rh. Source: OMol25; level of theory: ωB97M-V/def2-TZVPD.

Last column: Löwdin spin population.
CARTESIAN COORDINATES (ANGSTROEM)
Rh 0.78186 -1.32729 -0.53791  1.7061
C -0.61166 -2.42507 2.00937  0.3067
C 0.77239 -2.45759 1.40593  0.1917
C 0.74066 -1.11165 3.32652  0.1691
C -0.61243 -1.57084 3.08312  0.1858
C 1.58692 -1.67990 2.40658  0.3099
C -1.77089 -3.20628 1.54768  0.0476
H -1.54327 -3.76140 0.63668  -0.0004
H -2.63568 -2.55847 1.35702  0.0136
H -2.10064 -3.93935 2.29814  0.0155
C -1.76939 -1.26601 3.96101  0.0228
H -2.71153 -1.49369 3.44914  0.0008
H -1.79011 -0.20644 4.25129  0.0047
H -1.71919 -1.86199 4.88522  0.0099
C 1.12585 -0.29696 4.50777  0.0189
H 1.08480 -0.91533 5.42222  0.0081
H 0.43817 0.55173 4.65471  0.0045
H 2.14719 0.09808 4.40632  0.0001
C 3.05897 -1.66653 2.47721  0.0485
H 3.42161 -2.30198 3.29968  0.0176
H 3.46044 -0.66445 2.67046  0.0099
H 3.50768 -2.04549 1.55669  0.0018
C 1.32961 -3.73456 0.84560  0.0439
H 1.65172 -4.43718 1.62921  0.0134
H 2.20111 -3.50727 0.21393  0.0127
H 0.59151 -4.25654 0.22473  0.0024
C -1.66698 0.21122 -4.49622  0.0040
C -1.59707 -1.13326 -4.58010  0.0017
C -0.79619 -1.85195 -5.61450  0.0002
C 0.64772 -1.31410 -5.79135  0.0002
C 1.27285 -0.80430 -4.52106  0.0032
C 1.32391 0.50685 -4.22424  0.0028
C 0.50964 1.56835 -4.92354  0.0006
C -0.94562 1.17129 -5.37593  0.0006
H -1.32816 -1.77141 -6.58114  0.0000
H 0.62612 -0.51236 -6.53632  0.0001
H -0.74517 -2.92638 -5.37927  0.0000
H -0.91232 0.81934 -6.41401  0.0001
H -2.43207 0.65891 -3.84592  0.0010
H -2.32110 -1.73676 -4.01251  0.0005
H -1.53359 2.10405 -5.37943  0.0000
H 0.41741 2.43227 -4.25146  0.0003
H 2.11505 0.86687 -3.54575  0.0004
H 1.05885 1.93338 -5.80530  0.0000
H 1.27449 -2.12186 -6.19892  0.0000
H 1.77269 -1.56245 -3.90303  0.0009
P -1.15528 -0.36304 -1.01468  0.2754
P 1.89623 0.71648 -0.29281  0.1516
C -0.45759 1.08675 -1.93233  0.0444
C 0.79271 1.75511 -1.31203  0.0275
H -1.24189 1.82120 -2.16432  0.0034
H -0.18492 0.62604 -2.88528  0.0040
H 1.42073 2.19278 -2.09054  0.0021
H 0.47026 2.56697 -0.65264  0.0011
C 2.66916 1.77485 0.95968  0.0294
H 3.06413 1.19433 1.80103  0.0022
H 1.90819 2.46333 1.34890  0.0000
H 3.49210 2.36392 0.52679  0.0058
C 3.25539 -0.07200 -1.27924  0.0538
H 3.65994 0.61890 -2.02791  0.0103
H 2.84220 -0.98153 -1.76555  0.0173
H 4.05759 -0.38890 -0.59087  0.0008
C -2.80849 -0.06520 -0.42344  0.0594
H -3.30601 -1.02129 -0.20140  -0.0001
H -3.44100 0.50289 -1.13142  0.0150
H -2.71322 0.52320 0.54157  0.0079
C -0.99741 -2.02393 -1.83467  0.0544
H -0.10089 -2.61620 -1.50387  0.0184
H -0.85872 -1.96582 -2.91489  0.0093
H -1.86857 -2.64458 -1.59264  0.0020
Cl -1.20035 5.84262 6.75711  0.0000
C -1.22527 4.66794 5.52999  0.0000
C -2.44978 4.25345 4.97373  0.0001
C -2.46832 3.29940 3.95950  0.0001
C -1.27543 2.75730 3.44273  0.0006
C -0.05013 3.16461 4.01214  0.0004
C -0.02303 4.12862 5.04666  0.0001
C -1.33691 1.75550 2.30795  0.0015
O -2.50473 1.31483 2.03506  0.0019
O -0.26104 1.43007 1.73316  0.0173
H -3.37505 4.66240 5.36270  0.0000
H -3.41363 2.97601 3.53075  0.0000
H 0.88930 2.74363 3.63421  0.0001
H 0.92356 4.44408 5.49848  0.0000

The orbital gap (spin up / spin down) comes out at 0.26008 / 0.19417 Ha. For the molecular weight, the calculation gives 652.02 g/mol. The energy above the lowest of the compared OMol25 structures with the same formula, charge and spin comes out at 0.000 eV. The total energy comes out at -71100.989 eV. Its net charge is +1. The spin multiplicity is 5. The LUMO energy (spin up / spin down) comes out at -2.4 / -5.1 eV.